No. 1
Entry from the Open Molecules 2025 dataset: a structure of composition C25H37F3HfN2O21 at a distorted geometry (ωB97M-V/def2-TZVPD).

total energy: -3011.9459 Eh
highest occupied orbital energy: -7.7 eV
LUMO energy: 0.0 eV
Kohn-Sham gap: 0.2831 Eh
multiplicity: 1
largest force on an atom: 4.15 eV Å⁻¹

Each line ends with the Löwdin charge.
Cartesian coordinates (Å):
Hf -0.653 -0.565 0.206  2.2442
F 3.971 3.061 -0.528  0.1243
F 4.010 1.442 0.955  0.1577
F 2.566 3.026 1.112  0.1241
O -1.442 1.596 -0.744  0.0453
O -1.427 -4.888 -0.817  -0.0162
O 2.877 0.351 -1.329  -0.0901
O -3.114 -0.218 0.593  -0.0633
O 0.930 -0.458 3.851  0.0052
O 1.126 0.966 -0.075  -0.2168
O -2.280 3.525 -0.096  0.0404
O -0.298 -0.391 -2.157  0.0136
O -0.781 1.107 1.947  0.0166
O -2.287 2.344 2.984  0.0777
O -1.579 -1.387 2.369  0.0103
O 0.946 -1.323 1.842  -0.1662
O -4.783 -1.193 -0.594  0.1724
O 0.175 1.106 -3.711  0.0337
O -2.532 -1.414 -1.011  -0.0856
O 2.436 -3.527 -1.893  0.0332
O -0.803 -3.136 0.306  -0.1592
O -2.587 -3.129 3.326  0.0671
O -1.014 -5.045 1.298  -0.0096
O 1.277 -1.981 -0.842  0.0270
O 2.750 -1.280 3.017  0.0207
N -1.093 -4.370 0.260  -0.5654
N 1.545 -1.004 2.922  -0.5243
C -2.382 -1.218 4.639  -0.0630
C -1.901 2.663 -1.040  -0.4228
C -3.286 -3.442 4.534  -0.1344
C 3.234 -4.783 -0.113  -0.1321
C -0.224 3.383 2.393  -0.0413
C 0.277 1.122 -5.150  -0.1289
C -3.389 -2.123 5.296  -0.1476
C -2.449 3.683 3.410  -0.1368
C 4.054 0.593 -2.078  -0.2548
C -2.132 3.221 -2.419  -0.0385
C -3.511 -0.919 -0.382  -0.7386
C 0.317 -1.132 -4.392  -0.0228
C 2.767 -3.452 0.429  -0.0565
C 2.074 -2.870 -0.786  -0.4491
C 3.212 2.238 0.221  -0.5322
C 3.413 -4.508 -1.615  -0.1538
C -1.101 2.163 2.410  -0.4502
C -2.763 4.748 -0.680  -0.1134
C -2.224 4.738 -2.130  -0.1259
C -0.001 -0.142 -3.287  -0.4345
C 4.772 -0.750 -2.176  -0.0652
C 0.947 -0.219 -5.445  -0.1403
C -1.096 4.408 3.145  -0.1208
C 2.223 1.428 -0.658  -0.4303
C -2.125 -1.871 3.312  -0.4285
H 5.682 -0.637 -2.776  0.0760
H -4.372 -1.706 5.053  0.1156
H 2.032 -0.172 -5.340  0.1157
H -4.822 -1.914 -1.243  0.1417
H -3.254 4.163 2.856  0.1194
H 1.961 2.111 -1.488  0.1526
H -2.763 -4.243 5.056  0.1282
H -3.848 4.671 -0.725  0.1326
H -1.289 2.983 -3.060  0.1115
H -2.656 -0.171 4.514  0.1258
H 1.013 -1.880 -4.025  0.1329
H -0.656 -1.489 -4.731  0.1442
H -2.911 5.229 -2.814  0.1147
H 5.153 -1.025 -1.189  0.0826
H -4.294 -3.805 4.341  0.1226
H -1.248 5.355 2.626  0.1042
H -2.341 5.605 -0.167  0.1266
H 0.806 -0.554 -6.473  0.1177
H -1.428 -1.155 5.174  0.1335
H 2.518 -5.588 0.052  0.1224
H 3.239 -5.378 -2.250  0.1249
H -0.573 4.701 4.055  0.1089
H 2.065 -3.515 1.257  0.1227
H -0.691 1.252 -5.635  0.1283
H -2.639 3.845 4.470  0.1235
H -3.051 2.900 -2.907  0.1383
H -1.235 5.189 -2.192  0.1182
H 0.899 1.963 -5.450  0.1274
H 4.424 -4.166 -1.867  0.1208
H -3.360 -2.208 6.379  0.1164
H 4.769 1.326 -1.714  0.1136
H 3.737 0.782 -3.115  0.1130
H 4.149 -5.085 0.401  0.1164
H -0.106 3.599 1.332  0.1209
H 0.734 3.150 2.845  0.1339
H 4.170 -1.550 -2.602  0.0632
H 3.550 -2.753 0.728  0.1350

No. 2
Entry from the Open Molecules 2025 dataset: a structure of composition C25H37GeN2O7Re at a distorted geometry (ωB97M-V/def2-TZVPD).

total energy: -3765.2350 Eh
total charge: +3
energy relative to the best compared isomer or geometry (same formula, charge and spin): 1.752 eV
highest occupied orbital energy (spin up / spin down): -18.2 / -18.2 eV
LUMO energy (spin up / spin down): -12.1 / -13.3 eV
<S²>: 0.83
Kohn-Sham gap (spin up / spin down): 0.2250 / 0.1803 Eh
multiplicity: 2
largest force on an atom: 2.80 eV Å⁻¹

Each line ends with the Löwdin charge.
Cartesian coordinates (Å):
Re 0.415 0.082 -0.042  1.8388
Ge 1.096 -2.735 -0.743  1.3439
O -0.380 -1.900 -1.360  -0.4395
O -5.325 2.501 -2.068  0.1824
O -1.127 1.320 -3.585  0.1733
O 2.035 -0.756 -0.817  -0.4622
O -3.856 2.092 -3.694  0.2072
O 0.363 -1.392 1.163  -0.4065
O 0.221 0.945 -1.817  -0.1732
N -1.620 0.981 -0.077  0.0334
N -3.633 1.782 -0.068  0.2329
C -2.637 1.353 0.714  -0.2749
C -0.937 1.155 -2.412  -0.5093
C 0.845 1.563 1.026  -0.0010
C 1.744 -1.162 3.156  0.0044
C 3.578 1.030 -1.402  -0.0102
C 0.534 -1.847 2.528  -0.6278
C 1.072 2.727 1.679  -0.2369
C 1.012 2.864 3.113  0.0316
C 3.128 -0.396 -1.709  -0.6312
C 1.467 5.214 2.884  0.0939
C 1.210 4.083 3.687  0.0122
C -3.264 1.734 -1.386  -0.0207
C -2.522 -2.801 -0.669  -0.0057
C 4.248 -1.403 -1.454  -0.0160
C -2.231 -1.824 -2.964  0.0045
C 2.677 -0.509 -3.180  0.0039
C -2.003 1.229 -1.384  -0.1365
C -4.246 2.156 -2.454  -0.4587
C -0.753 -1.500 3.294  0.0046
C 0.705 -3.363 2.491  -0.0317
C -1.098 -3.964 -2.394  -0.0432
C -2.651 1.375 2.194  0.0403
C 1.377 3.895 0.881  0.0501
C -1.571 -2.621 -1.845  -0.6354
C 1.565 5.102 1.485  0.0119
H 0.817 1.995 3.728  0.1262
H -2.927 1.848 -3.858  0.1038
H -0.712 -1.961 4.278  0.1158
H -2.817 -1.831 -0.261  0.0797
H -2.970 2.356 2.548  0.1142
H -0.393 -3.816 -3.215  0.1049
H -0.146 -3.832 1.992  0.0927
H 4.521 -1.417 -0.398  0.1004
H -3.351 0.645 2.604  0.1157
H 1.757 -1.322 4.232  0.1175
H 3.538 -0.325 -3.820  0.1148
H -2.046 -3.387 0.124  0.0861
H -3.021 -2.427 -3.407  0.1177
H -0.842 -0.420 3.412  0.0600
H 1.794 5.973 0.886  0.1433
H -1.937 -4.547 -2.767  0.1191
H 3.945 -2.409 -1.755  0.0798
H 1.631 -3.637 1.979  0.0755
H -1.653 1.170 2.569  0.0428
H 4.318 1.346 -2.133  0.1151
H -3.420 -3.328 -0.987  0.1147
H 1.907 0.216 -3.420  0.0805
H -2.684 -0.912 -2.579  0.0710
H 2.729 1.716 -1.446  0.0659
H 1.592 6.184 3.350  0.1502
H 2.672 -1.556 2.736  0.1034
H 1.707 -0.090 2.962  0.0523
H 4.032 1.074 -0.408  0.0999
H 2.310 -1.518 -3.387  0.0906
H -1.511 -1.575 -3.744  0.1076
H -1.625 -1.887 2.766  0.1001
H -0.611 -4.558 -1.607  0.0697
H 0.757 -3.758 3.503  0.1188
H 1.442 3.783 -0.195  0.1369
H -4.539 2.138 0.228  0.2062
H 5.122 -1.127 -2.041  0.1164
H 1.175 4.185 4.764  0.1425

No. 3
Entry from the Open Molecules 2025 dataset: a structure of composition C25H37MnN4O5 at a distorted geometry (ωB97M-V/def2-TZVPD).

total energy: -2720.8363 Eh
total charge: -2
energy relative to the best compared isomer or geometry (same formula, charge and spin): 1.886 eV
highest occupied orbital energy (spin up / spin down): -0.8 / -0.8 eV
LUMO energy (spin up / spin down): 3.5 / 3.5 eV
<S²>: 12.01
Kohn-Sham gap (spin up / spin down): 0.1578 / 0.1579 Eh
multiplicity: 7
largest force on an atom: 7.01 eV Å⁻¹

Each line ends with the Löwdin charge.
Cartesian coordinates (Å):
Mn 0.321 -0.735 -2.779  0.6931
O 0.150 0.170 -0.829  -0.4325
O 4.237 0.769 -1.070  -0.0328
O 7.215 -2.380 -2.660  -0.1831
O 5.300 -3.091 -4.815  -0.0943
O 2.206 -0.043 -2.989  -0.2769
N 0.640 -2.007 2.332  0.1761
N 1.266 1.669 3.117  0.1743
N 2.455 3.459 0.230  0.1613
N -7.948 -3.389 -1.901  0.1283
C 5.117 -2.074 -4.002  -0.3712
C 2.413 5.788 -2.680  -0.1210
C 6.039 -1.734 -2.903  -0.3894
C -1.272 2.205 -0.498  -0.0672
C -1.873 3.638 4.686  -0.1194
C 5.761 -0.794 -2.007  -0.0618
C 0.761 3.955 4.328  -0.1825
C 1.188 -5.835 0.830  -0.1148
C -0.035 -5.460 1.646  -0.2596
C -2.046 -0.135 0.204  -0.1163
C -0.822 0.752 0.022  -0.5581
C 4.511 -0.056 -1.971  -0.3093
C 1.064 2.680 3.660  -0.2336
C 3.844 -1.512 -4.083  -0.0216
C -6.664 -2.489 0.213  -0.2001
C -7.373 -2.954 -0.987  -0.2235
C -0.502 3.951 5.221  -0.2625
C 2.612 4.378 -3.161  -0.2891
C -0.649 -4.055 1.368  -0.2077
C -5.164 -2.247 -0.061  -0.2770
C -4.479 -3.525 -0.279  -0.1293
C 2.058 3.274 -2.323  -0.1868
C 2.322 3.366 -0.896  -0.2459
C 0.017 -2.920 1.882  -0.2468
C 3.384 -0.440 -3.129  -0.2797
H -0.420 0.884 1.026  0.0887
H 1.683 4.077 4.897  0.1104
H 6.451 -0.631 -1.193  0.1017
H -0.544 4.809 5.893  0.0981
H -0.772 -6.225 1.401  0.0977
H -0.334 3.088 5.865  0.0984
H -1.915 2.748 0.195  0.0413
H -2.723 0.364 0.897  0.0565
H 3.193 6.011 -1.951  0.0778
H 2.385 6.496 -3.508  0.0601
H 0.972 3.325 -2.390  0.1116
H -0.482 2.956 -0.522  0.0337
H -1.894 -1.085 0.717  0.0423
H -6.979 -1.480 0.483  0.1111
H -6.816 -3.053 1.133  0.1183
H -2.128 2.590 4.843  0.0764
H -4.824 -1.837 0.890  0.1098
H -4.932 -4.054 -1.117  0.0713
H -2.649 -0.343 -0.680  0.0502
H -3.405 -3.553 -0.462  0.0740
H 0.242 -5.543 2.697  0.1020
H -5.083 -1.547 -0.892  0.1211
H -2.639 4.320 5.054  0.0622
H 2.357 4.249 -4.213  0.1091
H 1.384 5.876 -2.333  0.0706
H 0.716 4.673 3.510  0.1146
H -1.576 -3.969 1.936  0.1151
H -2.042 3.863 3.633  0.0703
H 3.124 -1.864 -4.807  0.0752
H -4.750 -4.298 0.441  0.0781
H 2.064 -5.213 1.014  0.0793
H 0.948 -5.585 -0.203  0.0762
H 1.579 -6.830 1.041  0.0705
H -1.780 2.073 -1.454  0.0570
H 3.691 4.228 -3.170  0.1109
H -0.609 -4.015 0.280  0.1182
H 2.452 2.316 -2.662  0.1009

| no. | M (g mol⁻¹) |
| --- | --- |
| 1 | 937.0 |
| 2 | 736.4 |
| 3 | 528.5 |